[1]
# C6H15NO2

A cluster of 3 separate species, C6H15NO2 in total in a non-equilibrium geometry (the ωB97M-V functional and the def2-TZVPD basis, OMol25).

For the frontier orbital gap (alpha / beta), the calculation gives 8.138 / 6.917 eV. For the relative energy (zero: lowest compared OMol25 entry of this formula, charge and spin), the calculation gives 578.0 kJ/mol. Its LUMO energy (alpha / beta) is 0.85 / 0.68 eV. As for the spin multiplicity: 1.

Each line ends with the Mulliken charge.
Positions of all 24 atoms, in Å:
C 0.21 0.27 1.04  0.80
C -1.23 -1.47 -0.41  0.17
C 0.56 0.94 -1.27  -1.24
C -0.60 1.45 1.50  -1.52
C 2.43 0.95 1.09  -1.18
C -1.83 -1.32 -1.76  -1.35
N 0.41 -0.05 -0.23  -0.14
O 0.19 -0.73 1.95  -0.52
O -0.43 -2.58 -0.20  -0.52
H 0.58 -1.52 1.55  0.43
H 0.24 -2.59 -0.91  0.37
H -1.90 -1.36 0.44  0.41
H -0.23 0.81 -2.02  0.36
H 1.52 0.79 -1.78  0.31
H 0.52 1.97 -0.92  0.40
H 0.06 2.26 1.79  0.31
H -1.27 1.84 0.72  0.35
H -1.22 1.18 2.35  0.42
H 2.48 1.96 0.71  0.37
H 2.47 0.87 2.17  0.40
H 3.01 0.21 0.55  0.34
H -2.48 -2.18 -2.01  0.34
H -1.06 -1.27 -2.54  0.35
H -2.43 -0.42 -1.81  0.31

[2]
# C17H23N3O3

An isolated molecule of C17H23N3O3 in a non-equilibrium geometry (the ωB97M-V functional and the def2-TZVPD basis, OMol25).

For the frontier orbital gap, the calculation gives 8.525 eV. For the relative energy (zero: lowest compared OMol25 entry of this formula, charge and spin), the calculation gives 499.4 kJ/mol. The SMILES is CC(C)C[C@H](N)C(=O)N[C@@H](Cc1c[nH]c2ccccc12)C(=O)O. Its LUMO energy is 0.50 eV. As for the spin multiplicity: 1.

Each line ends with the Mulliken charge.
Positions of all 46 atoms, in Å:
C -0.44 2.32 -5.74  -1.25
C 0.63 1.33 -5.57  0.70
C 1.92 2.06 -6.02  -1.35
C 0.78 0.61 -4.25  -1.04
C 0.76 1.67 -3.04  -0.01
N 1.74 2.72 -3.29  -0.60
C 1.17 0.87 -1.77  0.16
O 2.31 0.69 -1.16  -0.79
N 0.01 0.23 -1.13  -0.11
C 0.09 -0.52 0.22  0.08
C -1.34 -0.86 0.67  -1.04
C -1.42 -1.29 2.14  0.07
C -1.37 -2.56 2.66  -0.69
N -1.20 -2.59 4.08  -0.07
C -1.20 -1.31 4.56  -0.47
C -1.21 -0.81 5.88  -0.90
C -1.66 0.54 6.02  -0.32
C -1.65 1.44 4.94  -0.65
C -1.43 0.99 3.59  -0.17
C -1.32 -0.46 3.35  0.77
C 0.82 -1.90 -0.01  0.58
O 0.26 -2.93 0.00  -0.52
O 2.12 -1.87 -0.37  -0.53
H -1.53 2.16 -5.18  0.24
H -0.84 2.52 -6.78  0.38
H 0.02 3.33 -5.38  0.24
H 0.30 0.60 -6.38  0.34
H 1.85 3.05 -5.39  0.33
H 2.90 1.58 -5.97  0.32
H 1.65 2.35 -7.10  0.33
H 1.77 0.15 -4.15  0.34
H -0.03 -0.22 -3.97  0.30
H -0.23 1.97 -3.01  0.50
H 2.71 2.34 -3.29  0.30
H 1.78 3.27 -2.35  0.35
H -0.80 -0.04 -1.73  0.31
H 0.61 0.20 0.97  0.26
H -2.02 0.08 0.50  0.48
H -1.82 -1.59 0.03  0.52
H -1.06 -3.37 2.08  0.55
H -1.46 -3.51 4.63  0.29
H -1.10 -1.44 6.80  0.32
H -1.90 1.02 6.97  0.33
H -2.03 2.45 5.16  0.30
H -1.50 1.72 2.80  0.43
H 2.64 -1.03 -0.41  0.42

[3]
# C5H6N2O2

An isolated molecule of C5H6N2O2 in a non-equilibrium geometry (the ωB97M-V functional and the def2-TZVPD basis, OMol25).

For the frontier orbital gap, the calculation gives 9.938 eV. For the relative energy (zero: lowest compared OMol25 entry of this formula, charge and spin), the calculation gives 655.5 kJ/mol. The SMILES is O=CN1C[C@@H]2O[C@H]2C=N1. Its LUMO energy is 0.33 eV. As for the spin multiplicity: 1.

Each line ends with the Mulliken charge.
Positions of all 15 atoms, in Å:
O 2.29 -2.26 0.28  -0.50
C 1.78 -1.34 -0.43  -0.05
N 0.48 -0.66 -0.30  0.32
C 0.40 0.64 -1.00  -0.64
C -1.04 0.80 -0.45  0.07
O -1.72 1.92 0.12  -0.44
C -0.94 1.08 0.99  0.06
C -1.20 -0.37 1.28  -0.21
N -0.42 -1.22 0.72  -0.46
H 2.38 -1.22 -1.35  0.31
H 0.45 0.37 -2.16  0.32
H 1.10 1.34 -0.65  0.32
H -1.89 0.05 -0.73  0.34
H 0.04 1.50 1.39  0.23
H -1.72 -0.64 2.28  0.33

[4]
# C32H49Br2F6INO15PS3

A structure of composition C32H49Br2F6INO15PS3 in a non-equilibrium geometry (the ωB97M-V functional and the def2-TZVPD basis, OMol25).

For the frontier orbital gap, the calculation gives 8.118 eV. Its LUMO energy is -0.71 eV. As for the spin multiplicity: 1.

Each line ends with the Mulliken charge.
Positions of all 110 atoms, in Å:
C 2.67 2.24 4.51  -0.69
O 3.43 1.47 3.61  -0.33
C 3.48 2.00 2.30  -1.19
C 3.27 0.90 1.27  0.65
C 2.82 1.47 -0.09  -1.49
C 1.54 0.97 -0.80  -1.68
C 0.97 -0.44 -0.52  3.19
C 2.19 -1.42 -0.42  -0.91
C 2.10 -2.91 -0.73  -1.43
F 3.14 -0.95 -1.36  -0.51
C -0.24 -0.50 0.54  -2.45
I 0.52 -2.01 2.02  0.15
P -0.15 0.96 1.81  1.07
N -0.23 0.52 3.32  -0.73
C -1.77 -0.75 0.04  1.45
C -2.50 0.46 -0.60  -1.64
C -1.98 1.90 -0.75  -0.94
C -2.95 2.87 -0.05  -1.08
S -4.50 2.93 -0.98  -0.22
S -2.86 -0.85 1.64  1.53
C -2.54 -2.06 2.89  -1.57
O -4.21 -1.16 1.23  -0.59
O -2.89 0.47 2.24  -0.71
C -1.95 -2.00 -1.01  2.01
C -2.80 -1.91 -2.36  -1.46
Br -1.86 -2.29 -4.00  0.02
C -4.11 -1.72 -2.58  0.31
C -5.18 -1.52 -1.57  -0.97
Br -4.86 -1.71 -4.32  -0.14
C -2.22 -3.43 -0.42  0.49
F -1.17 -3.82 0.33  -0.26
F -3.32 -3.52 0.33  -0.28
C -2.37 -4.63 -1.46  0.42
F -1.33 -4.77 -2.26  -0.14
F -2.39 -5.74 -0.65  -0.30
F -3.53 -4.63 -2.10  -0.19
O -0.62 -2.21 -1.57  0.23
S 0.20 -0.92 -2.08  0.54
O 1.15 -1.41 -3.01  -0.40
O -0.58 0.16 -2.60  -0.55
H 2.99 1.98 5.51  0.27
H 2.84 3.31 4.38  0.36
H 1.61 2.02 4.41  0.15
H 4.44 2.48 2.11  0.40
H 2.70 2.76 2.18  0.73
H 2.57 0.20 1.71  0.11
H 4.20 0.36 1.19  -0.59
H 2.76 2.55 0.00  0.62
H 3.65 1.33 -0.77  0.52
H 0.78 1.73 -0.74  0.22
H 1.76 0.98 -1.86  0.88
H 2.75 -1.30 0.49  1.07
H 2.92 -3.39 -0.21  0.42
H 2.26 -3.09 -1.78  0.34
H 1.20 -3.41 -0.43  0.10
H -1.17 1.89 1.65  -0.04
H 1.03 1.66 1.59  -0.24
H -1.05 0.95 3.74  0.37
H -3.49 0.56 -0.19  1.21
H -2.73 0.22 -1.62  0.58
H -1.02 2.19 -0.36  -0.68
H -1.97 2.24 -1.78  0.66
H -2.50 3.86 -0.08  0.66
H -3.08 2.62 0.99  0.37
H -5.26 3.59 -0.10  0.02
H -1.88 -1.62 3.63  0.45
H -2.17 -3.00 2.54  0.34
H -3.50 -2.23 3.37  0.57
H -6.14 -1.59 -2.06  0.65
H -5.17 -0.57 -1.08  0.03
H -5.18 -2.34 -0.87  0.20
C 8.53 2.12 2.69  -1.53
C 7.53 1.03 2.95  0.66
C 8.12 -0.32 3.31  -0.51
O 7.12 -1.22 2.83  -0.34
C 6.47 -0.62 1.80  0.65
O 5.72 -1.15 1.06  -0.55
O 6.80 0.70 1.75  -0.35
H 9.14 2.29 3.57  0.39
H 9.18 1.86 1.85  0.35
H 8.03 3.05 2.43  0.37
H 6.80 1.35 3.70  0.23
H 8.27 -0.45 4.37  0.31
H 9.05 -0.52 2.78  0.32
C -7.86 0.77 2.53  -1.36
C -7.09 2.03 2.84  0.75
C -7.78 2.99 3.79  -0.48
O -7.26 4.26 3.38  -0.35
C -6.93 4.16 2.07  0.68
O -6.65 5.07 1.37  -0.54
O -6.96 2.87 1.67  -0.31
H -8.03 0.20 3.44  0.38
H -8.81 1.01 2.06  0.39
H -7.29 0.15 1.83  0.20
H -6.08 1.79 3.18  0.07
H -7.55 2.80 4.84  0.33
H -8.87 3.00 3.66  0.29
C 2.40 -2.39 -5.66  -1.28
C 3.35 -1.68 -6.58  0.58
C 3.44 -0.18 -6.36  -0.31
O 3.79 0.29 -7.67  -0.37
C 3.30 -0.60 -8.57  0.59
O 3.24 -0.40 -9.74  -0.53
O 2.90 -1.73 -7.95  -0.38
H 2.69 -2.25 -4.62  0.27
H 1.38 -2.01 -5.79  0.24
H 2.38 -3.46 -5.88  0.39
H 4.34 -2.14 -6.54  0.22
H 4.20 0.10 -5.64  0.32
H 2.48 0.25 -6.08  0.25